52
Properties=species:S:1:pos:R:3:forces:R:3 method="wB97M-V/def2-TZVPD" relative_energy_ev=0.801 max_force_ev_per_a=4.6 total_charge=+1 homo_lumo_gap_ev="5.57 / 6.98" e_tot_ev=-73730.30348 spin_multiplicity=5 s2=6.013 e_homo_ev="-8.433 / -10.766"
Co -0.36881 0.41125 0.02709 -0.45 -4.62 -0.19
Si -0.34766 -1.15566 -4.86293 -1.99 0.13 -1.89
O -1.82090 -2.43892 2.28761 0.23 0.41 -0.20
O -1.53392 -1.21797 0.37300 -0.61 -1.62 1.83
N 0.25166 -1.79126 1.59145 0.74 0.28 -0.74
N 0.94562 -1.18795 0.46361 0.63 -1.72 0.91
C -1.25794 -2.59566 3.63952 -0.22 0.09 -0.24
C 2.83711 -2.55278 -7.14252 -0.04 0.07 -0.11
C 2.16725 -0.20463 -5.78301 0.04 -0.29 -0.20
C 0.31684 -2.41035 -2.99632 0.78 -0.90 3.11
C 0.01048 2.06081 -1.13674 -0.04 0.83 0.62
C -2.69449 0.43263 -5.14697 0.67 0.21 -0.53
C -1.08568 -1.84396 1.37323 -0.37 1.36 -0.59
C -3.23068 1.79820 -7.07888 0.36 -0.15 0.28
C -1.50461 0.00284 -5.76822 -0.42 -0.12 -1.03
C -3.52900 1.34022 -5.79782 -0.07 -0.31 0.23
C -2.09952 1.31173 -7.73129 -0.05 -0.26 -0.09
C 1.11737 1.78278 -0.27006 -0.07 1.71 -0.09
C -1.28108 0.35479 -7.12346 -0.12 0.42 0.57
C 1.66623 -2.49496 -6.38348 0.13 0.43 0.11
C 3.32882 -0.25733 -6.55823 -0.14 -0.05 -0.06
C -0.74534 2.08655 1.05695 -0.07 1.11 -0.19
C -1.16479 2.20361 -0.31706 0.88 1.54 0.14
C 3.64188 -1.41751 -7.27564 -0.28 0.04 0.32
C 1.29796 -1.31044 -5.71368 0.48 -0.26 -0.21
C 0.65773 1.83716 1.08139 0.15 1.05 0.00
H 1.27209 1.83040 1.97896 -0.16 -0.33 -0.27
H -2.12318 -2.84278 4.25119 0.19 -0.07 -0.07
H 3.97963 0.61827 -6.62167 -0.23 -0.28 -0.02
H 1.83002 -0.79959 0.78852 -0.15 -0.10 0.14
H 1.16592 -1.95544 -0.19330 -0.13 0.60 0.10
H -0.48567 -0.12633 -7.70865 -0.12 0.45 0.42
H -1.14673 -2.47419 -4.81717 0.32 1.01 -0.59
H -0.81218 -1.65249 3.99272 -0.21 -0.31 -0.29
H -4.42051 1.68115 -5.28764 -0.10 0.02 -0.10
H -2.94701 0.01612 -4.16976 0.00 0.38 -0.09
H 1.91447 0.71430 -5.25147 0.07 -0.17 -0.14
H 2.14353 1.66633 -0.56843 0.09 -0.13 -0.16
H -3.88629 2.51100 -7.56466 0.10 0.00 0.03
H 4.49735 -1.42793 -7.94717 -0.06 -0.06 0.25
H 3.11303 -3.47724 -7.65696 -0.15 0.34 0.12
H 1.39304 -2.42208 -2.86776 0.31 0.05 0.07
H 1.00674 -3.35833 -6.32148 0.16 0.05 -0.07
H 0.00154 -3.26792 -3.57682 0.07 0.45 -0.14
H -0.18069 -2.52284 -2.00858 0.20 -0.02 -0.30
H -0.52514 -3.40847 3.66187 -0.20 0.06 -0.01
H 0.05753 2.18079 -2.20422 -0.06 -0.25 -0.15
H 0.01034 -1.29029 -3.21124 0.22 -0.97 0.11
H -1.85964 1.67117 -8.72874 -0.12 -0.19 0.06
H -2.16477 2.42642 -0.63899 -0.10 -0.04 -0.19
H 0.71041 -2.43979 2.22937 0.09 0.27 -0.51
H -1.36135 2.24316 1.92474 -0.15 -0.13 0.03

---

52
Properties=species:S:1:pos:R:3:forces:R:3 method="wB97M-V/def2-TZVPD" relative_energy_ev=0.000 max_force_ev_per_a=2.9 homo_lumo_gap_ev="6.23 / 6.45" e_tot_ev=-80751.45271 spin_multiplicity=2 s2=0.755 e_homo_ev="-6.239 / -6.813"
Cu 0.51101 -1.11991 0.19082 -0.03 0.37 0.13
Si 0.19042 1.10791 -0.26357 -0.24 -0.92 0.09
O 2.42176 -1.71060 -0.35837 2.24 -1.12 1.55
O 4.16847 -2.88053 0.44587 -0.03 -0.42 0.57
N 1.46950 -1.18312 2.05696 1.37 -0.48 1.10
N 2.61632 -2.06476 1.88800 -0.99 1.16 0.97
C -2.64458 1.46057 -3.32017 0.19 -0.13 0.01
C 0.04797 -3.79304 -0.00268 -0.62 0.77 -0.50
C -0.22248 0.12331 -2.89865 -0.51 0.18 0.04
C -0.95146 -0.10743 -4.06715 0.08 0.15 0.16
C -2.16584 0.55440 -4.27455 0.01 0.07 0.18
C -0.52656 -3.81189 1.29234 -0.40 0.40 0.06
C 3.05058 -2.19376 0.60746 -1.46 1.26 -1.95
C -2.07460 1.44930 1.39538 -0.04 0.39 0.07
C -1.39070 -1.97244 0.18893 -0.11 -0.96 -0.04
C 4.64163 -3.64347 1.58888 0.34 -0.30 -0.32
C -0.50695 -2.68345 -0.72118 -0.68 -0.85 0.37
C -0.86040 2.03066 0.97742 -0.01 0.31 0.39
C 0.96950 3.67264 -1.80977 0.04 0.69 0.04
C -2.95553 2.15741 2.21778 0.23 -0.04 -0.09
C -2.61909 3.44000 2.66319 0.18 -0.23 -0.09
C -1.38453 3.99666 2.31951 0.10 -0.13 -0.01
C -0.50059 3.29501 1.49227 -0.47 -0.29 0.04
C -1.41218 -2.71635 1.42328 0.29 -0.06 -0.37
C -0.72199 0.98954 -1.90532 0.06 0.35 -0.28
C -1.92313 1.68411 -2.14157 0.05 -0.40 -0.32
H -1.10306 4.98091 2.69814 -0.11 -0.26 -0.09
H 0.47257 3.72522 1.23648 -0.38 -0.06 0.05
H -0.37341 -4.59778 2.03455 0.04 0.34 -0.16
H 0.41125 4.05866 -2.66934 0.22 0.06 0.16
H -2.05908 -2.50207 2.27350 0.26 -0.03 -0.18
H -3.30804 3.98629 3.30339 0.13 -0.05 -0.13
H 3.83322 -4.17180 2.12490 0.26 0.31 -0.45
H 0.71924 -4.53593 -0.42607 -0.10 0.18 0.13
H -3.58715 1.98801 -3.48610 0.30 -0.17 0.01
H -2.74278 0.35793 -5.18006 0.16 0.08 0.25
H 0.72693 -0.39299 -2.73560 -0.27 0.06 -0.04
H 3.30816 -2.08286 2.63428 -0.43 0.04 -0.24
H -2.08468 -1.19404 -0.11267 0.03 -0.30 0.01
H 0.82561 -1.60331 2.73569 0.17 -0.17 -0.43
H -3.90099 1.69665 2.51024 0.25 0.19 -0.04
H -2.33025 0.43391 1.07441 0.07 0.47 0.09
H -0.49269 -2.51375 -1.79793 0.25 -0.04 0.36
H 1.54742 2.79453 -2.11184 -0.41 0.19 0.15
H -2.31017 2.39044 -1.40170 0.14 -0.25 -0.19
H 1.67618 4.41933 -1.42055 -0.17 -0.02 -0.31
H -0.56884 -0.81619 -4.80411 -0.15 0.24 0.14
H 5.31452 -4.37006 1.13328 -0.04 0.06 0.25
H 1.55114 1.67458 -0.34112 0.10 0.06 0.14
H 5.21610 -3.01494 2.28815 -0.21 -0.08 -0.29
H 1.77855 -0.27961 2.44588 -0.09 -0.52 -0.39
H 0.25370 3.48809 -0.99089 0.37 -0.10 -0.62

---

63
Properties=species:S:1:pos:R:3:forces:R:3 method="wB97M-V/def2-TZVPD" max_force_ev_per_a=1.1 total_charge=+1 homo_lumo_gap_ev="8.24 / 4.08" e_tot_ev=-86185.44649 spin_multiplicity=6 s2=8.781 e_homo_ev="-10.669 / -10.678"
Fe -0.14731 -0.55193 1.21602 0.36 0.90 -0.60
F -0.45223 5.30027 -4.65238 0.03 -0.09 -0.04
O -0.18785 2.62957 -0.88216 -0.01 -0.38 0.07
O -0.65700 3.23174 -6.55796 0.02 0.05 0.04
O -1.21472 -2.14807 2.10368 -0.08 0.09 -0.13
O 1.11078 0.99300 -0.00687 -0.53 -0.60 0.35
O 0.04257 0.28546 3.32382 0.00 -0.25 -0.72
O 0.72594 -2.11953 -0.22092 -0.38 0.32 0.49
O 1.66894 0.45260 -3.81466 -0.09 -0.02 0.03
O -1.42945 1.27419 1.24624 0.00 -0.87 0.16
O 2.02267 -0.92614 1.98288 -0.77 -0.04 -0.21
O -1.65230 -0.78050 -0.46997 0.68 0.09 0.65
N 1.40234 2.61898 -3.13400 0.09 -0.19 -0.13
N -0.10668 -4.02308 2.67550 -0.21 -0.11 -0.10
N 0.59338 1.90922 -5.19000 -0.07 0.08 -0.12
N -4.24525 -2.93582 0.61532 0.03 -0.02 0.02
N -2.26229 -6.71667 2.02949 0.05 0.03 -0.01
C 0.82534 1.93801 -0.81704 0.46 0.84 -0.46
C 2.10734 -2.34582 0.05132 0.23 -0.06 0.16
C -1.17186 -3.37799 2.18855 0.82 0.40 0.31
C 1.37777 0.56551 3.73734 0.26 -0.13 0.11
C -2.42080 0.40439 -0.69988 -0.22 0.26 0.00
C -3.38732 -3.51251 1.13078 -0.04 0.11 -0.04
C 1.96776 2.31613 -1.82970 -0.61 -0.41 0.42
C -0.05450 3.11190 -5.52202 0.08 -0.14 0.03
C -2.31643 -5.57283 1.87547 -0.07 -0.10 0.04
C -1.34509 2.06535 2.41757 0.27 0.07 0.16
C 2.77309 -1.19998 0.78962 0.18 -0.05 -0.27
C -2.31441 -4.17812 1.73895 -0.35 -0.22 -0.15
C -2.70180 1.01339 0.65716 -0.07 -0.02 -0.16
C 0.79788 3.83532 -3.35155 -0.17 0.17 -0.35
C -1.10971 -1.47246 -1.59720 0.07 -0.28 -0.13
C 1.25303 1.57920 -4.03542 0.10 0.08 0.37
C 2.33142 0.33999 2.57918 0.07 0.30 0.20
C 0.11288 4.10212 -4.47112 0.06 0.16 0.26
C -1.02215 1.18752 3.61876 -0.31 0.08 -0.07
C 0.40183 -1.58491 -1.51198 -0.14 0.11 -0.30
H -2.27372 2.60882 2.59973 -0.01 0.03 -0.05
H 0.52109 1.17366 -5.87784 -0.01 -0.05 -0.01
H -0.79059 1.80667 4.48660 0.04 -0.07 0.05
H 2.79548 -0.30797 0.16295 0.00 -0.01 0.11
H 2.47341 3.20192 -1.44746 0.05 0.00 -0.03
H 0.75252 -2.25968 -2.29595 0.00 -0.05 0.02
H 0.87336 -0.61800 -1.65254 0.12 0.08 0.01
H 0.90386 4.58079 -2.57882 0.00 -0.03 0.05
H -1.36783 -0.96947 -2.53025 -0.05 0.03 0.02
H 1.48673 1.59362 4.08664 -0.06 0.02 0.00
H -0.54139 2.78350 2.24017 -0.04 0.04 -0.04
H -1.55399 -2.47052 -1.59380 -0.05 0.03 -0.07
H -1.85332 1.11885 -1.29387 0.07 -0.01 -0.06
H 2.65659 -2.52777 -0.87424 -0.03 -0.06 -0.02
H 0.68162 -3.47365 2.98065 0.00 -0.01 0.05
H 2.21261 1.12246 1.82678 0.05 -0.09 0.01
H -3.28003 0.31961 1.27680 -0.03 0.06 0.03
H 3.35705 0.34245 2.95704 0.02 -0.06 -0.02
H 2.66852 1.49491 -1.92687 0.10 0.04 -0.09
H 1.61412 -0.11406 4.55914 -0.02 0.04 0.05
H -3.36484 0.15811 -1.19169 0.03 -0.10 0.00
H -1.87794 0.54996 3.84708 0.00 0.03 0.11
H -3.25192 1.94577 0.52064 0.00 0.01 0.03
H 3.79167 -1.49332 1.05697 0.00 -0.02 0.03
H -0.08458 -5.02512 2.78555 0.02 0.01 -0.01
H 2.13569 -3.24905 0.66377 0.05 -0.03 -0.05